A 7-piece molecular cluster, C29H61O15S overall, computed with wB97M-V/def2-TZVPD.

```
! RIJCOSX wB97M-V def2-TZVPD def2/J DEFGRID3
* xyz 1 1
S 0.26247 -1.78935 -2.21854
O -1.49111 7.08487 3.60966
O 0.68008 -4.23221 -3.30356
O -2.19304 8.46817 5.16719
O -1.41960 -1.53173 0.74579
O -5.29092 0.59698 2.91896
O 11.40515 -1.23884 -1.40140
O 4.83772 -0.66338 -2.79542
O -5.26664 2.78843 3.07156
O 2.40799 -11.00118 -2.98577
O 10.66310 0.04262 0.22388
O -7.12446 1.10340 -1.13197
O -7.99218 1.68066 -3.06768
O 6.28682 0.30115 -1.44956
O 1.98254 -9.02722 -3.85697
O 1.18862 -4.76596 -2.10204
C -3.54748 10.48439 5.32196
C 1.62409 -10.28640 -3.54241
C 1.20766 -8.15905 -4.68524
C -2.69264 -2.21394 0.79715
C 0.69429 -1.90391 -0.43987
C -7.09045 1.14543 0.30282
C 11.30513 1.06405 -1.91543
C -9.42074 1.97294 -1.20990
C 5.96290 -0.68190 -2.05314
C -3.84397 1.47191 4.57305
C 11.15746 -0.12985 -1.01051
C 0.16493 -7.41830 -3.87395
C 6.74064 -1.96474 -1.92435
C -1.68514 8.22171 3.95194
C -1.45328 9.36861 3.00568
C 9.19593 1.95734 0.47191
C 10.51434 1.32042 0.85339
C 3.70436 -2.79688 -2.98122
C -4.98890 4.00473 3.78426
C 0.21494 -10.74029 -3.81560
C -3.63555 4.56774 3.40753
C -0.41561 -2.50139 0.46915
C -8.12243 1.60305 -1.87558
C -2.27867 9.77602 5.74727
C -3.87775 -1.21244 0.97873
C -0.36637 -3.39625 -2.88045
C 4.46272 -1.70136 -3.70031
C -7.82430 -0.03755 0.89685
C -4.87255 1.57976 3.48067
H 11.51038 1.99384 -1.38961
H -0.95611 -3.18629 -3.80156
H 7.79371 -1.71726 -1.79798
H 9.05591 2.90252 0.99874
H -4.03110 0.55553 5.13137
H 9.13913 2.14872 -0.60037
H 8.36879 1.29051 0.71930
H 0.23399 -11.80812 -4.02632
H 10.39978 1.17218 -2.51299
H -1.20739 10.30570 3.49990
H -3.87775 2.28652 5.29223
H -10.09568 1.11782 -1.24604
H -7.45962 2.10140 0.67749
H -5.09733 3.85860 4.86023
H -0.60573 9.12134 2.36831
H -0.83049 -3.46167 0.09872
H 0.63855 -6.87122 -3.06038
H -2.72726 -2.99819 1.58539
H -4.08669 -0.73289 -0.00512
H -5.76850 4.70680 3.48858
H 3.81074 -1.23318 -4.43841
H 0.85598 -0.85454 -0.09362
H 0.77630 -8.70157 -5.52764
H -8.88258 -0.02910 0.62992
H 2.83532 -2.37485 -2.46791
H -0.83466 -0.94805 -2.30829
H -3.67042 -0.40085 1.69056
H 2.11978 -4.99018 -2.24408
H -2.29423 9.62196 6.82615
H -9.30930 2.30905 -0.18136
H 10.52957 1.12927 1.92652
H -3.57512 4.72316 2.32925
H -9.86516 2.80009 -1.76134
H -2.33889 9.50217 2.38430
H 1.66457 -2.41444 -0.26032
H -3.62991 11.45287 5.81676
H -2.85167 1.41948 4.12396
H -0.24450 -10.26182 -4.67818
H -3.57540 10.64475 4.24321
H 3.36566 -3.55748 -3.68800
H -4.42153 9.88346 5.57747
H 11.36965 1.96483 0.64325
H 6.67703 -2.61042 -2.79794
H 5.32690 -2.07920 -4.24744
H -0.38002 -6.71264 -4.50365
H 12.15059 0.88868 -2.57893
H 4.32181 -3.28019 -2.22129
H -0.55321 -8.10216 -3.41935
H 6.39495 -2.50442 -1.04208
H 0.07283 -2.72242 1.45021
H -2.83074 -2.66837 -0.21760
H -2.82798 3.88524 3.67612
H -7.40836 -0.97249 0.51621
H -7.74182 -0.03338 1.98349
H -3.46091 5.51940 3.90872
H -1.38132 10.35791 5.53123
H -4.77172 -1.80755 1.23856
H -0.39452 -10.56360 -2.92908
H -6.03945 1.09185 0.58027
H 1.91302 -7.44316 -5.10928
H -1.06791 -3.92423 -2.19875
*
```

Results
Frontier orbital gap = 8.126 eV
Energy = -72598.6682 eV
Highest occupied orbital energy = -11.38 eV

Atom charges from the Löwdin analysis, given in e for atoms 1 to 99:
1 S 1.154
2 O 0.092
3 O -0.170
4 O 0.001
5 O -0.160
6 O 0.067
7 O 0.100
8 O -0.002
9 O 0.005
10 O 0.120
11 O -0.001
12 O -0.006
13 O 0.100
14 O 0.116
15 O -0.003
16 O -0.034
17 C -0.064
18 C -0.533
19 C -0.229
20 C -0.247
21 C -0.316
22 C -0.233
23 C 0.010
24 C 0.010
25 C -0.527
26 C 0.019
27 C -0.541
28 C -0.065
29 C 0.022
30 C -0.532
31 C 0.012
32 C -0.065
33 C -0.232
34 C -0.073
35 C -0.219
36 C 0.011
37 C -0.060
38 C -0.271
39 C -0.540
40 C -0.230
41 C -0.057
42 C -0.353
43 C -0.220
44 C -0.061
45 C -0.519
46 H 0.071
47 H 0.137
48 H 0.095
49 H 0.082
50 H 0.094
51 H 0.068
52 H 0.079
53 H 0.096
54 H 0.095
55 H 0.072
56 H 0.075
57 H 0.097
58 H 0.116
59 H 0.116
60 H 0.093
61 H 0.116
62 H 0.055
63 H 0.131
64 H 0.084
65 H 0.124
66 H 0.127
67 H 0.121
68 H 0.117
69 H 0.069
70 H 0.024
71 H 0.062
72 H 0.060
73 H 0.117
74 H 0.124
75 H 0.070
76 H 0.123
77 H 0.089
78 H 0.092
79 H 0.098
80 H 0.111
81 H 0.084
82 H 0.097
83 H 0.070
84 H 0.068
85 H 0.085
86 H 0.084
87 H 0.114
88 H 0.074
89 H 0.122
90 H 0.081
91 H 0.093
92 H 0.082
93 H 0.075
94 H 0.099
95 H 0.148
96 H 0.114
97 H 0.073
98 H 0.078
99 H 0.074

---

A 2-piece molecular cluster, C29H62ClN4O12P2 overall, computed with wB97M-V/def2-TZVPD.

```
! RIJCOSX wB97M-V def2-TZVPD def2/J DEFGRID3
* xyz 1 1
Cl -1.02319 2.72959 -0.83932
P 1.16767 1.11302 3.87723
P -3.33742 -3.99020 -0.81963
O 4.32720 -4.40679 1.72046
O -3.41606 -5.33659 0.02431
O -0.16665 0.67161 4.64730
O 1.37724 2.56390 3.78022
O 2.72961 -4.53974 3.22865
O 2.29970 0.26286 4.57913
O 5.14823 5.75950 -3.86703
O 3.87382 5.64662 -7.08755
O -3.84242 -4.13104 -2.18501
O -4.09143 -2.90002 0.08933
O 2.74815 4.07501 -4.70787
O -3.14220 0.64207 -0.58611
N -5.55589 -2.08103 2.54294
N -2.28140 0.35284 0.49045
N -1.57448 -1.56523 1.41493
N -3.69214 -0.71540 2.01602
C -3.14844 -5.37969 1.43072
C 4.12268 5.23230 -8.41096
C 0.94622 0.26650 2.30152
C 3.49547 0.90554 5.10925
C 1.08613 -2.94111 1.41625
C -2.24275 -6.55801 1.73008
C -0.34041 0.61256 -2.40287
C -0.66270 -1.30520 0.23355
C 4.53033 1.20558 4.03078
C -5.42975 -2.47800 -0.30296
C -0.79022 0.26232 0.23029
C -4.16503 -1.83674 2.83418
C 4.12323 3.72978 -4.68111
C 2.52182 5.50773 -6.70309
C 0.23412 1.63101 -3.39606
C 2.39102 5.35571 -5.20548
C 4.91559 4.39683 -3.58023
C -1.61467 -3.47298 -0.71428
C -2.56418 -0.67285 1.33720
C -0.27336 1.10418 -0.96805
C 5.25296 6.56959 -2.71964
C -0.18857 0.92830 1.52729
C 3.18160 -4.33730 1.96238
C -1.01778 1.66979 5.26436
C -6.48538 -3.51188 0.03799
C -2.38530 1.05158 5.51175
C -1.43274 -1.95688 -0.92896
C 2.13180 -3.96204 0.92705
C 0.74468 -1.93778 0.29882
H -1.14429 -4.03056 -1.52812
H 1.90715 0.31628 1.78184
H 3.78328 4.20292 -8.57600
H -4.27433 0.11142 1.98481
H 1.65690 -4.88588 0.58076
H 4.59823 3.89727 -5.64982
H 0.74408 1.12900 -4.21771
H -1.01474 1.09774 2.22105
H 4.13576 2.65590 -4.47661
H -6.13175 -4.51921 -0.18603
H -6.16120 -1.49265 3.10493
H 0.89288 -2.44358 -0.65657
H -0.88922 -1.80866 -1.85130
H -3.10770 1.34138 4.74468
H 6.15247 6.33758 -2.13772
H -1.06793 2.53372 4.60076
H -2.67752 -4.44679 1.76549
H 1.48751 -1.13859 0.32951
H 1.82333 -4.87487 3.22688
H 4.37325 4.29246 -2.63143
H 2.07044 4.63718 -7.19615
H 0.18914 -3.46283 1.76741
H 1.95658 6.40073 -7.00549
H 4.12598 0.96341 3.04542
H -0.55561 2.24963 -3.82159
H -4.11107 -5.46636 1.93922
H -5.59546 -1.55635 0.25966
H -6.76001 -3.45543 1.09335
H -1.19800 -3.80891 0.23604
H 5.42836 0.60311 4.16384
H 0.78305 1.26965 -0.73206
H -7.38100 -3.33112 -0.55757
H 5.19812 5.28054 -8.56830
H 2.93521 6.15128 -4.69237
H 3.86916 0.18904 5.83816
H 4.80395 2.25919 4.02480
H 0.94873 2.30629 -2.92079
H -0.54914 1.98510 6.19666
H -5.41914 -2.25320 -1.37025
H -2.78746 1.36214 6.47644
H -1.36813 0.35923 -2.67100
H -3.56684 -2.70529 2.55624
H -2.40282 -1.47883 -1.05567
H 3.62919 5.88400 -9.14100
H 4.37646 6.45627 -2.07075
H 1.51981 -2.41658 2.27009
H -1.38972 -6.54667 1.04749
H 1.33016 5.45723 -4.96524
H -5.80976 -3.04086 2.74015
H -3.95876 -1.59417 3.88271
H 0.74500 -0.77239 2.55862
H 0.25086 -0.30395 -2.46939
H -2.76099 -7.50986 1.62967
H 0.14810 1.92703 1.25041
H 3.18916 1.80735 5.63793
H 2.69894 -3.54010 0.09644
H -2.30021 -0.03670 5.52606
H 5.87547 3.86968 -3.48377
H 5.31115 7.60215 -3.05750
H -1.23803 -1.89193 2.31085
H -1.85245 -6.47405 2.74804
H -3.94929 0.12062 -0.43444
*
```

Results
Frontier orbital gap = 7.731 eV
Energy = -92704.5914 eV
Highest occupied orbital energy = -10.54 eV

Atom charges from the Löwdin analysis, given in e for atoms 1 to 99:
1 Cl 0.751
2 P 0.468
3 P 0.482
4 O 0.167
5 O -0.193
6 O -0.223
7 O -0.228
8 O 0.106
9 O -0.206
10 O -0.192
11 O -0.195
12 O -0.216
13 O -0.253
14 O -0.139
15 O 0.033
16 N 0.037
17 N -0.028
18 N 0.205
19 N 0.155
20 C -0.281
21 C -0.109
22 C -0.197
23 C -0.227
24 C -0.179
25 C -0.055
26 C -0.270
27 C -0.285
28 C -0.058
29 C -0.258
30 C -0.286
31 C -0.216
32 C -0.185
33 C -0.210
34 C -0.105
35 C -0.181
36 C -0.211
37 C -0.159
38 C -0.335
39 C -0.568
40 C -0.110
41 C -0.148
42 C -0.538
43 C -0.245
44 C -0.054
45 C -0.069
46 C -0.134
47 C -0.080
48 C -0.100
49 H 0.117
50 H 0.108
51 H 0.087
52 H 0.175
53 H 0.133
54 H 0.123
55 H 0.080
56 H 0.114
57 H 0.125
58 H 0.083
59 H 0.101
60 H 0.122
61 H 0.105
62 H 0.064
63 H 0.089
64 H 0.113
65 H 0.080
66 H 0.119
67 H 0.112
68 H 0.123
69 H 0.126
70 H 0.098
71 H 0.130
72 H 0.069
73 H 0.076
74 H 0.124
75 H 0.087
76 H 0.051
77 H 0.070
78 H 0.077
79 H 0.120
80 H 0.092
81 H 0.089
82 H 0.123
83 H 0.118
84 H 0.082
85 H 0.067
86 H 0.123
87 H 0.116
88 H 0.080
89 H 0.112
90 H 0.098
91 H 0.105
92 H 0.090
93 H 0.087
94 H 0.105
95 H 0.079
96 H 0.127
97 H 0.086
98 H 0.124
99 H 0.061